# C25H37N3O4

C25H37N3O4 in the gas phase (wB97M-V/def2-TZVPD, the OMol25 dataset).

Structure (XYZ):
```
69
Properties=species:S:1:pos:R:3:nbo_charge:R:1
C 3.29 -1.75 -0.89 -0.63
C 1.83 -1.35 -1.13 -0.41
H 1.63 -1.45 -2.20 0.22
H 1.15 -2.04 -0.63 0.22
C 1.45 0.09 -0.73 0.08
N 1.02 0.22 0.67 -0.45
C 0.25 1.30 0.92 0.69
O 0.07 2.18 0.09 -0.64
C -0.54 1.32 2.23 -0.32
N -1.55 0.29 2.17 -0.60
C -1.66 -0.68 3.10 0.65
O -0.92 -0.73 4.08 -0.65
C -2.73 -1.69 2.87 -0.08
C -3.87 -1.41 2.13 -0.20
C -4.84 -2.39 1.95 -0.21
C -4.67 -3.64 2.51 -0.19
C -3.54 -3.92 3.26 -0.22
C -2.57 -2.95 3.44 -0.18
H -1.69 -3.14 4.03 0.23
H -3.40 -4.90 3.70 0.22
H -5.42 -4.40 2.37 0.21
H -5.73 -2.17 1.38 0.22
H -4.03 -0.43 1.70 0.21
H -2.03 0.19 1.28 0.42
H 0.07 1.16 3.12 0.24
H -1.02 2.30 2.29 0.22
C 1.49 -0.64 1.73 -0.26
H 1.89 -1.56 1.30 0.23
H 0.66 -0.92 2.38 0.23
C 2.60 0.03 2.58 0.09
C 2.55 -0.42 4.05 -0.44
H 3.00 0.35 4.68 0.21
C 3.44 -1.66 4.02 -0.43
H 2.88 -2.52 3.66 0.20
C 4.51 -1.24 3.01 -0.07
H 5.34 -0.72 3.51 0.17
O 3.89 -0.35 2.10 -0.55
H 4.92 -2.09 2.45 0.18
H 3.87 -1.90 4.99 0.22
H 1.54 -0.62 4.39 0.25
H 2.51 1.11 2.48 0.19
C 2.59 1.07 -1.01 -0.66
H 2.99 0.94 -2.01 0.21
H 2.23 2.09 -0.89 0.24
H 3.38 0.90 -0.28 0.24
C 0.14 0.35 -1.53 0.74
O -0.89 -0.19 -1.17 -0.68
N 0.26 1.06 -2.66 -0.62
H 1.09 1.61 -2.80 0.40
C -0.90 1.48 -3.41 -0.06
C -0.66 1.31 -4.91 -0.40
C -1.90 1.74 -5.69 -0.40
C -2.26 3.19 -5.37 -0.40
C -2.49 3.37 -3.87 -0.40
C -1.25 2.94 -3.09 -0.41
H -1.40 3.04 -2.02 0.23
H -0.40 3.58 -3.37 0.19
H -3.34 2.76 -3.56 0.20
H -2.72 4.41 -3.65 0.21
H -3.16 3.48 -5.92 0.21
H -1.45 3.85 -5.69 0.19
H -2.74 1.10 -5.42 0.20
H -1.72 1.63 -6.76 0.21
H -0.43 0.27 -5.13 0.21
H 0.19 1.92 -5.21 0.19
H -1.72 0.83 -3.09 0.23
H 3.94 -1.29 -1.63 0.21
H 3.64 -1.46 0.09 0.23
H 3.39 -2.83 -0.99 0.21
```

Values from the calculation:
relative energy (zero: lowest compared OMol25 entry of this formula, charge and spin)	1.208	eV
E_tot	-1440.127483	Ha
HOMO energy	-8.98	eV
M	443.588	g mol⁻¹
SMILES	CC[C@@](C)(C(=O)NC1CCCCC1)N(C[C@H]1CCCO1)C(=O)CNC(=O)c1ccccc1

# C49H98Br2ClFN3O15S7

7 unconnected molecules or ions with the total composition C49H98Br2ClFN3O15S7 at a distorted geometry (wB97M-V/def2-TZVPD, the OMol25 dataset).

Structure (XYZ):
```
176
Properties=species:S:1:pos:R:3:lowdin_charge:R:1
C -2.46 -1.03 -4.10 -0.11
C -2.99 0.21 -3.25 -0.23
C -2.00 1.43 -3.26 -0.16
C -1.23 1.61 -1.88 -0.18
N 0.20 1.57 -2.18 -0.06
C 1.09 2.09 -1.16 -0.22
C 1.21 1.18 0.16 -0.24
N 0.00 0.74 0.84 -0.01
C -0.49 1.83 1.72 -0.23
C 0.11 1.78 3.18 -0.07
C 2.26 0.07 -0.36 -0.15
C 1.35 -1.08 -0.80 -0.11
C 1.76 -2.29 -1.72 -0.14
C 0.85 -2.38 -3.03 -0.13
C 1.56 -1.90 -4.34 -0.28
O 1.20 -2.84 -5.37 -0.23
C 1.81 -2.47 -6.62 -0.11
N 3.15 0.99 -1.19 0.04
C 3.96 0.11 -2.12 -0.14
C 5.39 0.59 -2.48 -0.14
C 5.99 -0.52 -3.45 -0.19
C 6.42 -1.83 -2.69 -0.24
S 6.36 -3.34 -3.73 0.42
O 6.72 -4.48 -2.85 -0.37
O 7.27 -3.20 -4.90 -0.36
Cl 4.46 -3.69 -4.46 0.46
C 2.65 2.35 -1.57 -0.26
C 2.90 3.55 -0.56 -0.06
C 4.31 3.70 0.06 -0.32
C 5.55 3.73 -0.87 -0.02
F 4.50 2.79 1.14 -0.05
C 2.54 2.97 -3.00 -0.58
Br 2.30 1.71 -4.54 0.82
C 3.54 4.09 -3.49 -0.70
C 4.75 3.76 -4.39 -0.22
Br 2.41 5.29 -4.67 0.69
H -3.20 -1.36 -4.86 0.07
H -2.27 -1.87 -3.40 0.05
H -1.52 -0.79 -4.66 0.06
H -3.92 0.55 -3.79 0.10
H -3.26 -0.18 -2.25 0.07
H -2.46 2.39 -3.60 0.11
H -1.22 1.20 -4.04 0.09
H -1.49 0.69 -1.29 0.11
H -1.54 2.52 -1.33 0.13
H 0.52 0.75 -2.66 0.06
H 0.61 3.08 -0.94 0.15
H 1.83 1.63 0.99 0.12
H 0.23 -0.03 1.47 0.10
H -1.60 1.82 1.83 0.07
H -0.25 2.85 1.30 0.11
H -0.63 2.14 3.95 0.06
H 1.05 2.38 3.29 0.07
H 0.37 0.72 3.45 0.05
H 2.88 -0.25 0.51 0.12
H 0.34 -0.76 -1.17 0.10
H 1.05 -1.57 0.18 0.14
H 2.81 -2.35 -2.07 0.08
H 1.55 -3.26 -1.20 0.12
H -0.11 -1.84 -2.94 0.08
H 0.58 -3.46 -3.20 0.11
H 1.13 -0.90 -4.63 0.07
H 2.67 -1.83 -4.29 0.04
H 1.04 -2.21 -7.38 0.10
H 2.46 -1.58 -6.48 0.08
H 2.42 -3.33 -6.97 0.09
H 3.89 1.18 -0.48 0.17
H 3.37 -0.31 -2.96 0.07
H 4.15 -0.79 -1.46 0.13
H 6.06 0.68 -1.59 0.13
H 5.31 1.50 -3.10 0.07
H 6.81 -0.12 -4.09 0.13
H 5.16 -0.81 -4.15 0.10
H 7.51 -1.70 -2.43 0.13
H 5.91 -1.96 -1.70 0.11
H 2.22 3.52 0.33 0.13
H 2.62 4.54 -1.01 0.15
H 4.31 4.70 0.58 0.15
H 5.72 4.80 -1.16 0.10
H 5.45 3.17 -1.82 0.03
H 6.46 3.45 -0.28 0.10
H 1.55 3.49 -3.00 0.06
H 3.87 4.81 -2.72 0.07
H 5.09 4.74 -4.82 0.07
H 4.59 3.12 -5.28 0.05
H 5.68 3.38 -3.88 0.07
C -7.68 -2.95 -0.92 -0.22
C -8.15 -1.99 -2.02 -0.21
C -6.94 -1.12 -2.41 -0.22
S -5.49 -2.12 -2.08 0.67
O -4.73 -1.50 -1.02 -0.33
O -4.88 -2.50 -3.33 -0.32
C -6.35 -3.53 -1.41 -0.22
H -8.41 -3.74 -0.74 0.12
H -7.53 -2.41 0.01 0.11
H -8.49 -2.56 -2.88 0.12
H -8.98 -1.37 -1.68 0.12
H -6.96 -0.85 -3.46 0.11
H -6.88 -0.23 -1.79 0.10
H -5.76 -3.98 -0.62 0.11
H -6.51 -4.24 -2.22 0.11
C 4.92 0.50 5.35 -0.20
C 4.59 -0.99 5.55 -0.21
C 3.65 -1.41 4.41 -0.21
S 4.03 -0.33 3.03 0.69
O 2.88 0.50 2.76 -0.33
O 4.68 -1.10 1.98 -0.34
C 5.26 0.65 3.87 -0.23
H 5.74 0.82 5.99 0.12
H 4.04 1.10 5.59 0.13
H 5.51 -1.57 5.50 0.12
H 4.14 -1.17 6.51 0.09
H 3.82 -2.44 4.12 0.11
H 2.61 -1.25 4.68 0.07
H 5.21 1.68 3.52 0.10
H 6.24 0.23 3.65 0.11
C -1.94 7.20 4.33 -0.22
C -2.45 6.40 3.13 -0.21
C -1.86 5.00 3.22 -0.22
S -1.59 4.68 4.96 0.65
O -0.17 4.56 5.20 -0.33
O -2.53 3.68 5.41 -0.33
C -2.13 6.28 5.54 -0.23
H -2.48 8.14 4.46 0.12
H -0.88 7.43 4.20 0.12
H -3.54 6.35 3.16 0.12
H -2.18 6.88 2.18 0.12
H -2.54 4.25 2.82 0.07
H -0.90 4.93 2.72 0.10
H -1.54 6.58 6.40 0.11
H -3.18 6.20 5.81 0.11
C -1.58 -5.55 -5.39 -0.22
C -1.58 -7.08 -5.40 -0.21
C -1.37 -7.54 -3.95 -0.22
S -2.04 -6.24 -2.91 0.67
O -0.96 -5.64 -2.17 -0.33
O -3.24 -6.72 -2.27 -0.33
C -2.49 -5.14 -4.24 -0.23
H -1.93 -5.14 -6.34 0.12
H -0.57 -5.18 -5.22 0.11
H -2.54 -7.45 -5.76 0.12
H -0.80 -7.48 -6.05 0.12
H -1.89 -8.47 -3.74 0.10
H -0.31 -7.65 -3.71 0.11
H -2.35 -4.11 -3.93 0.08
H -3.54 -5.32 -4.48 0.11
C -6.32 0.29 1.96 -0.22
C -6.10 0.24 3.47 -0.21
C -4.87 1.08 3.79 -0.21
S -4.77 2.33 2.51 0.68
O -3.58 2.10 1.73 -0.34
O -5.07 3.62 3.08 -0.32
C -6.18 1.76 1.57 -0.22
H -7.30 -0.10 1.67 0.11
H -5.55 -0.30 1.45 0.11
H -6.98 0.65 3.98 0.12
H -5.98 -0.79 3.82 0.12
H -4.95 1.57 4.76 0.11
H -3.95 0.49 3.75 0.10
H -6.00 1.91 0.51 0.11
H -7.05 2.34 1.90 0.11
C -1.58 -1.90 6.40 -0.22
C -1.41 -0.98 7.61 -0.21
C -0.11 -1.39 8.32 -0.21
S 0.95 -2.07 7.05 0.69
O 1.16 -3.47 7.33 -0.30
O 2.05 -1.16 6.81 -0.34
C -0.22 -1.93 5.71 -0.23
H -2.36 -1.55 5.73 0.11
H -1.85 -2.91 6.73 0.12
H -1.35 0.05 7.28 0.12
H -2.26 -1.05 8.29 0.12
H 0.38 -0.53 8.77 0.11
H -0.28 -2.16 9.06 0.11
H -0.10 -2.76 5.02 0.11
H -0.02 -0.98 5.19 0.09
```

Values from the calculation:
E_tot	-11713.657182	Ha
charge	+1
HOMO energy	-10.28	eV
M	1408.057	g mol⁻¹

# H4N2O

2 unconnected molecules or ions with the total composition H4N2O at a distorted geometry (wB97M-V/def2-TZVPD, the OMol25 dataset).

Structure (XYZ):
```
7
Properties=species:S:1:pos:R:3:nbo_charge:R:1
H -0.41 -0.18 0.49 0.31
H 0.81 -0.23 -1.16 0.26
H 0.61 1.63 1.05 0.48
H -0.89 1.77 1.17 0.48
N -0.18 -1.15 0.16 -0.31
N 0.42 -1.18 -0.90 -0.29
O -0.22 1.66 0.45 -0.93
```

Values from the calculation:
relative energy (zero: lowest compared OMol25 entry of this formula, charge and spin)	0.250	eV
E_tot	-187.070109	Ha
HOMO energy	-8.73	eV
M	48.045	g mol⁻¹
SMILES	[H]/N=N\[H].O

# C4H11N2O2

A gas-phase ion, C4H11N2O2 (charge +1) at a distorted geometry (wB97M-V/def2-TZVPD, the OMol25 dataset).

Structure (XYZ):
```
19
Properties=species:S:1:pos:R:3:nbo_charge:R:1
C -0.76 0.49 0.19 0.14
C 0.09 -0.24 -1.62 0.43
C 0.20 -1.92 0.36 -0.44
C -0.40 1.24 1.44 -0.10
N -0.47 1.02 -1.05 -0.66
N 0.31 -0.57 -0.14 -0.42
O 1.11 -0.09 -2.45 -0.69
O 1.01 1.22 1.61 -0.73
H -1.75 -0.11 0.39 0.20
H -0.62 -1.04 -2.10 0.19
H -0.98 -2.17 0.15 0.22
H 0.76 -2.73 -0.21 0.27
H 0.43 -1.81 1.47 0.25
H -0.89 0.80 2.19 0.19
H -0.77 2.27 1.31 0.21
H -1.14 1.51 -1.70 0.42
H 1.16 -0.02 0.25 0.49
H 1.54 0.77 -2.61 0.53
H 1.19 1.40 2.51 0.51
```

Values from the calculation:
relative energy (zero: lowest compared OMol25 entry of this formula, charge and spin)	3.370	eV
E_tot	-418.675971	Ha
charge	+1
HOMO energy	-14.50	eV
M	119.144	g mol⁻¹
SMILES	C[N@H+]1[C@H](O)N[C@@H]1CO

# C5H6O2

C5H6O2 in the gas phase (wB97M-V/def2-TZVPD, the OMol25 dataset).

Structure (XYZ):
```
13
Properties=species:S:1:pos:R:3:nbo_charge:R:1
C 0.97 -0.97 1.14 -0.62
C 0.24 0.28 0.66 0.02
O 1.00 1.39 1.10 -0.69
C 0.17 0.27 -0.88 0.48
O 1.16 0.31 -1.58 -0.47
C -1.18 0.24 -1.45 -0.14
C -2.31 0.26 -1.87 -0.13
H 1.02 -0.96 2.23 0.22
H 1.99 -0.96 0.74 0.23
H 0.46 -1.88 0.81 0.21
H -0.78 0.31 1.06 0.17
H 0.58 2.20 0.78 0.47
H -3.30 0.27 -2.26 0.24
```

Values from the calculation:
relative energy (zero: lowest compared OMol25 entry of this formula, charge and spin)	2.396	eV
E_tot	-344.513853	Ha
HOMO energy	-10.20	eV
M	98.101	g mol⁻¹
SMILES	C#CC(=O)[C@@H](C)O

Look up the E_tot of the first one.
-1440.127483 Ha